24
Properties=species:S:1:pos:R:3:forces:R:3:nbo_charge:R:1 method="wB97M-V/def2-TZVPD" homo_energy_ev=-8.3 relative_energy_ev=0.946 smiles=CNCCCN.O.O gap_ev=9.07 max_force_ha_per_bohr=0.0322
H -1.723843 -0.279800 -1.514629 -0.3 0.1 -0.3 0.391
H -1.161672 -4.100752 1.486309 -0.2 0.0 0.0 0.472
C 1.174055 1.340970 -0.268988 0.4 0.2 0.5 -0.216
H 0.187763 -1.418522 -0.820145 -0.8 -0.2 0.2 0.195
C 0.311725 -0.685985 -1.607170 1.5 0.2 -0.7 -0.228
H 0.664723 -1.253679 -2.472563 0.0 -0.3 0.0 0.176
H 1.966839 2.098502 -0.293854 0.1 -0.1 -0.1 0.177
O -0.978455 -3.575606 0.704237 0.3 0.0 -0.2 -0.950
N 1.067646 0.925248 1.129845 0.4 0.3 -0.5 -0.648
H 0.284595 1.878619 -0.613573 -0.3 -0.3 -0.1 0.179
H -1.824989 -3.304970 0.336997 -0.1 0.0 0.2 0.480
H -0.648689 1.965158 1.898565 0.0 0.0 -0.1 0.149
O -2.271014 -0.635469 0.719877 0.1 0.0 0.1 -0.953
H -0.953464 0.621419 -2.749000 0.2 -0.4 0.1 0.379
H -1.328933 -0.560394 0.506949 -0.2 0.1 0.2 0.475
H 0.682796 1.747860 3.025990 0.2 0.0 0.2 0.197
H 2.015243 0.611311 -2.055384 0.1 -0.2 -0.1 0.200
N -0.873000 0.054496 -1.921252 -0.2 0.2 0.7 -0.894
C 1.533609 0.171104 -1.180178 -0.6 1.1 0.2 -0.420
C 0.452109 1.912326 1.979135 -0.7 -0.3 0.0 -0.403
H 0.796984 -0.035807 1.248345 -0.3 0.0 0.2 0.357
H 0.801196 2.899960 1.686993 0.2 0.1 0.1 0.196
H -2.434689 0.040315 1.392158 0.1 -0.2 -0.2 0.477
H 2.259464 -0.416311 -0.618667 0.1 -0.3 -0.3 0.212